# 1
88
Properties=species:S:1:pos:R:3:forces:R:3:lowdin_spin:R:1 method="wB97M-V/def2-TZVPD" lumo_ev="-8.62 / -9.51" homo_energy_ev="-12.824 / -12.768" charge=+2 spin_multiplicity=4 homo_lumo_gap_ha="0.155 / 0.120"
Re 1.78521 1.16851 -1.46036 -1.475 -3.006 6.253 0.95
C 1.47116 -1.71782 -1.22799 0.138 0.054 0.796 -0.06
C 2.60697 -0.79098 -1.31580 0.928 -1.633 1.359 0.25
C 1.76132 -0.83837 0.87523 1.661 0.978 0.241 0.08
C 1.07404 -1.80722 0.11186 -0.704 -1.022 -1.565 0.15
C 2.74787 -0.18081 0.04145 -0.960 -0.512 -0.587 0.05
C 1.00641 -2.60915 -2.31124 -0.443 0.101 -0.539 -0.02
H 1.13388 -2.13828 -3.29418 0.164 -0.295 0.167 0.00
H -0.06457 -2.84798 -2.21192 0.386 -0.020 0.069 0.00
H 1.56333 -3.55975 -2.29099 -0.116 0.252 -0.070 -0.01
C 0.24657 -2.89246 0.68944 -0.474 0.021 0.123 0.03
H -0.30700 -3.44267 -0.07887 0.226 0.044 0.119 0.00
H -0.47426 -2.47624 1.40756 0.105 -0.110 0.003 0.01
H 0.88263 -3.61205 1.23261 -0.122 0.213 -0.178 0.01
C 1.66262 -0.73185 2.34068 -0.272 0.480 0.110 0.01
H 2.20251 -1.56142 2.83153 -0.069 0.101 -0.286 0.01
H 0.61036 -0.81864 2.65397 0.111 -0.057 -0.074 0.00
H 2.08563 0.21168 2.70528 -0.040 -0.294 -0.048 0.00
C 4.03357 0.37278 0.55437 0.546 0.360 0.208 0.02
H 4.84518 -0.32514 0.30550 -0.057 0.222 0.184 0.00
H 3.99543 0.49495 1.64348 0.088 0.016 -0.298 0.00
H 4.28541 1.34738 0.11619 0.107 -0.193 0.204 0.00
C 3.75732 -1.04274 -2.24505 -0.136 0.188 -0.138 0.06
H 4.19305 -2.00574 -1.94738 0.085 0.063 -0.182 0.03
H 4.52344 -0.26558 -2.16401 -0.116 -0.240 -0.047 0.00
H 3.41273 -1.11149 -3.28530 0.186 -0.079 0.207 0.01
C 0.12392 1.73309 -2.41835 -1.713 0.805 -1.339 0.08
C 0.93467 0.79650 -3.20689 -1.096 -0.230 -2.011 0.04
C 1.75289 1.28458 -4.40187 0.046 -0.228 -0.498 0.02
C 3.01661 2.07145 -3.96531 0.240 -0.014 -0.523 0.03
C 3.15497 2.14275 -2.44290 1.604 1.826 -1.451 0.06
C 2.29410 3.07130 -1.67327 0.682 2.319 -1.188 0.12
C 1.30042 3.96506 -2.38350 -0.462 0.493 -0.219 0.04
C 0.03420 3.18916 -2.84485 -0.149 0.401 0.168 0.03
H 1.11084 1.87661 -5.08016 0.301 -0.246 0.272 0.00
H 3.02027 3.09713 -4.37888 0.015 -0.453 0.158 0.00
H 2.07438 0.39480 -4.97537 -0.223 0.441 0.211 0.00
H -0.10251 3.27659 -3.93519 0.028 -0.095 0.367 0.01
H -0.81002 1.33406 -2.00947 0.277 -0.047 -0.017 0.01
H 0.46157 -0.17604 -3.37848 0.184 0.161 0.190 0.01
H -0.85696 3.63261 -2.38068 0.238 -0.083 -0.200 0.00
H 1.00288 4.78338 -1.71093 0.206 -0.254 -0.236 0.00
H 2.78834 3.57839 -0.84495 0.045 -0.427 0.259 0.01
H 1.78575 4.44006 -3.24715 -0.065 -0.039 0.194 0.01
H 3.90524 1.56164 -4.38433 -0.373 0.354 0.295 0.00
H 4.19830 2.12304 -2.11367 -0.222 -0.211 0.235 0.01
P -2.61556 -0.75634 -0.93320 -2.756 -0.037 -0.163 0.59
C -3.33243 -2.34943 -0.42725 1.231 -0.128 0.395 0.08
H -4.40426 -2.31987 -0.66180 0.200 0.021 0.046 0.02
H -3.14571 -2.48110 0.64956 -0.283 -0.023 -0.330 0.00
H -2.80943 -3.14031 -0.98719 -0.408 0.096 0.203 0.00
C -3.76164 0.51547 -0.31425 1.092 0.452 0.389 0.08
H -4.74188 0.31860 -0.76923 0.217 -0.038 0.019 0.02
H -3.37750 1.50562 -0.60836 -0.322 -0.251 0.000 0.00
H -3.80039 0.46246 0.79105 -0.069 -0.044 -0.215 0.00
C -2.94423 -0.71524 -2.73426 1.401 -0.010 -0.097 0.09
H -2.52363 0.20767 -3.15741 -0.336 -0.213 -0.022 0.00
H -4.03057 -0.75896 -2.88345 0.235 -0.017 0.104 0.02
H -2.43677 -1.56799 -3.20726 -0.340 0.204 -0.040 0.00
P -0.00002 2.35219 1.25144 0.551 0.336 -0.086 -0.02
C 1.49236 3.11232 2.01530 0.199 -0.178 -0.264 0.00
H 1.28287 4.16912 2.22453 0.217 -0.279 0.154 0.00
H 2.35032 3.03255 1.33427 -0.124 0.202 0.241 0.00
H 1.74257 2.57058 2.93698 -0.066 0.287 -0.162 0.00
C -0.86639 3.84231 0.63169 0.014 -0.223 -0.332 0.00
H -0.39301 4.21307 -0.28650 -0.165 0.008 0.374 0.00
H -0.82136 4.60513 1.42138 -0.214 -0.136 -0.298 0.00
H -1.90662 3.57065 0.40471 0.205 0.242 0.119 0.00
C -0.98364 1.99927 2.75326 -0.103 -0.637 -0.321 0.00
H -1.14247 2.93306 3.31647 0.141 -0.300 -0.193 0.00
H -0.43603 1.25715 3.35496 -0.276 0.327 -0.061 0.00
H -1.95139 1.54251 2.47635 0.346 0.275 0.242 0.00
O -6.03279 -0.34453 2.86947 0.374 0.122 -0.125 0.00
S -4.88065 0.03444 3.64554 0.593 -0.219 0.610 0.00
O -4.96996 1.21666 4.46857 0.195 -0.498 -0.611 0.00
N -3.51734 0.03889 2.72039 0.528 -0.133 -0.669 0.01
C -2.64103 -0.94897 2.99381 -0.909 1.286 -0.294 0.00
O -1.57990 -1.13001 2.33616 -0.198 -0.002 -0.098 0.04
C -3.07517 -1.76230 4.15038 0.313 -0.855 0.575 0.00
C -2.42135 -2.83251 4.77642 -0.393 0.351 -0.098 0.00
C -3.04333 -3.45635 5.86368 -0.145 0.254 -0.155 0.00
C -4.30049 -3.01439 6.31209 0.071 0.270 -0.329 0.00
C -4.94743 -1.93807 5.68142 0.483 -0.253 -0.087 0.00
C -4.30199 -1.33453 4.60519 -0.827 -0.540 1.064 0.00
H -1.45038 -3.13919 4.39950 -0.096 -0.099 0.152 0.00
H -2.55547 -4.28939 6.37089 -0.133 0.245 -0.157 0.00
H -4.77589 -3.51102 7.15753 0.127 0.139 -0.225 0.00
H -5.91673 -1.57600 6.00815 0.117 -0.108 0.041 0.00

# 2
88
Properties=species:S:1:pos:R:3:forces:R:3:lowdin_spin:R:1 method="wB97M-V/def2-TZVPD" de_lowest_kcal_mol=27.8 lumo_ev="-3.25 / -5.33" homo_energy_ev="-10.035 / -10.035" charge=+1 spin_multiplicity=2 homo_lumo_gap_ha="0.249 / 0.173"
Yb -0.69799 -0.36343 -0.97034 -2.547 -1.258 4.991 0.04
C -2.74761 1.67470 -0.17509 0.142 -0.556 -0.338 0.01
C -3.35966 0.80831 -1.11858 0.499 1.687 0.420 0.24
C -2.90932 -0.41326 0.77927 -1.223 -1.414 -2.076 0.12
C -2.55710 0.94209 1.02514 0.234 1.377 -0.436 0.28
C -3.44196 -0.48882 -0.53380 0.912 -1.053 2.400 0.11
C -2.44242 3.11840 -0.33109 0.021 0.679 0.013 -0.01
H -2.36352 3.39646 -1.39128 -0.049 0.014 0.285 0.00
H -1.48708 3.37255 0.15709 -0.290 -0.029 -0.183 0.00
H -3.21938 3.75216 0.13048 0.247 -0.127 -0.219 0.00
C -2.17823 1.55492 2.31999 0.019 0.341 0.422 0.05
H -2.50326 2.60838 2.37896 0.138 -0.424 -0.134 0.00
H -1.08488 1.54346 2.47651 -0.325 -0.031 -0.116 0.02
H -2.64030 1.02481 3.16536 0.152 0.116 -0.273 0.00
C -2.78944 -1.56355 1.70234 0.048 -0.436 0.431 0.01
H -3.59281 -1.56461 2.45477 0.185 -0.035 -0.121 0.01
H -1.82750 -1.55418 2.22415 -0.251 -0.058 -0.145 0.00
H -2.84191 -2.51065 1.14974 -0.048 0.207 0.237 0.00
C -3.97653 -1.72585 -1.14811 -0.572 -0.458 -0.083 0.01
H -4.88212 -1.51949 -1.73586 0.271 -0.106 0.048 0.00
H -4.25508 -2.44459 -0.36572 0.038 0.176 -0.331 0.00
H -3.25370 -2.23083 -1.80213 -0.130 -0.013 -0.079 0.01
C -3.94232 1.22205 -2.41419 -0.111 -0.017 -0.591 0.04
H -4.91648 1.72525 -2.29138 0.293 -0.161 0.088 0.02
H -4.10715 0.36077 -3.07326 -0.029 0.164 0.103 0.00
H -3.28822 1.92560 -2.94313 -0.203 -0.014 0.157 0.01
C 1.50447 0.38715 -1.46462 1.177 2.108 -0.664 0.00
C 0.60338 1.37158 -1.75390 2.294 0.442 -0.574 0.00
C 0.20254 1.71351 -3.16242 -0.022 0.788 -0.373 0.00
C -0.72271 0.71191 -3.92508 -0.646 0.382 -0.472 0.00
C -1.00805 -0.64022 -3.30664 0.573 -1.009 -1.819 0.01
C -0.03548 -1.53770 -2.99364 -0.350 -0.218 -1.997 0.00
C 1.39865 -1.32914 -3.41476 0.716 -0.139 -0.231 0.00
C 2.25094 -0.36899 -2.52667 0.656 -0.421 -0.056 0.00
H 1.08574 1.90990 -3.80096 -0.150 -0.285 0.491 0.00
H -0.31927 0.60488 -4.94878 -0.110 -0.260 0.408 0.00
H -0.31181 2.69125 -3.12296 0.128 -0.455 -0.069 0.00
H 2.77377 0.33941 -3.19904 -0.336 -0.115 0.352 0.00
H 1.87821 0.24068 -0.43726 -0.422 0.125 -0.409 0.00
H 0.30684 2.08949 -0.96820 0.036 -0.663 -0.085 0.00
H 3.06374 -0.94074 -2.04022 -0.523 0.199 -0.144 0.00
H 1.91695 -2.30556 -3.45561 -0.412 0.435 0.104 0.00
H -0.27737 -2.52989 -2.58264 -0.116 0.375 -0.150 0.00
H 1.44288 -0.93817 -4.45181 -0.376 -0.206 0.487 0.00
H -1.69439 1.20858 -4.06812 0.343 -0.235 -0.009 0.00
H -2.06995 -0.94046 -3.31540 0.452 0.087 0.534 0.00
P 2.50490 2.97003 0.42583 -0.424 -0.503 -0.014 0.00
C 2.34579 3.37869 2.19851 -0.096 0.364 0.015 0.00
H 3.07540 4.15446 2.46435 -0.140 -0.205 0.234 0.00
H 2.50091 2.47973 2.81025 0.013 0.238 -0.168 0.00
H 1.32599 3.75642 2.35796 0.304 -0.004 0.173 0.00
C 4.06719 2.01903 0.41168 0.030 -0.082 -0.020 0.00
H 4.68278 2.27156 1.28001 0.075 -0.044 -0.215 0.00
H 4.61402 2.20567 -0.51869 -0.028 -0.052 0.145 0.00
H 3.80027 0.95805 0.48406 0.305 0.279 -0.047 0.00
C 3.00391 4.54967 -0.33742 -0.078 0.199 0.161 0.00
H 3.41994 4.34760 -1.33562 -0.112 0.158 0.311 0.00
H 3.74192 5.05186 0.29767 -0.015 0.126 -0.294 0.00
H 2.10389 5.17431 -0.44071 0.396 -0.016 -0.015 0.00
P 1.49190 -3.84867 -0.33863 -0.045 0.663 0.165 0.00
C 0.48483 -5.30763 -0.80560 -0.148 0.016 -0.290 0.00
H 1.10737 -6.14610 -1.14038 -0.195 0.067 0.146 0.00
H -0.17603 -4.99771 -1.63062 0.134 -0.351 0.197 0.00
H -0.13966 -5.61639 0.04233 0.125 0.040 -0.224 0.00
C 3.06356 -4.15771 -1.23352 -0.063 0.073 -0.097 0.00
H 2.89980 -3.99970 -2.31031 0.164 -0.144 0.284 0.00
H 3.42236 -5.18034 -1.05911 0.017 0.233 -0.079 0.00
H 3.80984 -3.43312 -0.88043 -0.124 -0.221 -0.109 0.00
C 1.96600 -4.24714 1.38430 -0.145 -0.020 -0.031 0.00
H 2.32083 -5.28339 1.45472 -0.029 0.207 0.095 0.00
H 1.06789 -4.12105 2.00325 0.219 -0.109 -0.007 0.00
H 2.73365 -3.55537 1.75146 -0.125 -0.169 -0.120 0.00
O 4.24514 0.44955 3.18987 -0.523 -0.667 -0.192 0.00
S 3.44471 -0.73316 2.95549 0.227 0.274 -0.228 0.00
O 4.12207 -2.00720 2.87602 -0.439 0.601 -0.028 0.00
N 2.44696 -0.52436 1.64922 -0.792 -0.272 -0.056 0.00
C 1.15394 -0.53392 1.97668 1.524 -0.089 -1.321 0.00
O 0.22589 -0.49418 1.08968 -0.076 0.126 0.718 0.01
C 0.92520 -0.61985 3.43219 -0.769 -0.036 0.754 0.00
C -0.28387 -0.55395 4.13228 0.447 -0.067 -0.228 0.00
C -0.27162 -0.65894 5.51968 -0.002 -0.001 0.062 0.00
C 0.93444 -0.83880 6.20867 0.192 -0.026 -0.422 0.00
C 2.14921 -0.89998 5.50416 -0.420 0.014 -0.284 0.00
C 2.11751 -0.77989 4.11331 -0.388 -0.069 1.254 0.00
H -1.20252 -0.41008 3.57676 0.201 -0.078 0.341 0.00
H -1.21700 -0.59945 6.06696 0.395 -0.044 -0.133 0.00
H 0.92080 -0.93736 7.29358 0.085 0.044 -0.287 0.00
H 3.09036 -1.04756 6.01547 -0.009 0.044 0.062 0.00